Density functional theory data (ωB97M-V with the def2-TZVPD basis set) for a structure of composition C19H18F3O4SZr in a non-equilibrium geometry.

For the total energy, the calculation gives -48445.698 eV. The value obtained for the LUMO energy is -0.18121 hartree. The HOMO energy comes out at -11.89 eV. Its net charge is +1. As for the spin multiplicity: 1. As for the relative energy (zero: lowest compared OMol25 entry of this formula, charge and spin): 10.14 kcal/mol. The gap between HOMO and LUMO comes out at 6.95 eV.

```
46
C19H18F3O4SZr ωB97M-V with the def2-TZVPD basis set
Zr -0.6505 -0.0835 1.6891
S -0.6409 0.3071 5.2135
F 0.8909 -1.8473 5.6913
F 1.1102 -0.2450 7.1614
F 1.9890 -0.0138 5.1448
O -0.3626 1.7172 5.2715
O -1.7110 -0.2835 5.9595
O -0.8477 0.1602 -1.5289
O -0.7118 -0.1661 3.7321
C 0.4586 -2.1047 2.6285
C 0.6104 -0.7203 -5.0449
C -0.2805 1.8593 -5.5721
C -0.7907 2.3309 0.8948
C -0.0509 -0.0235 -4.0027
C 0.2969 1.6998 0.2061
C -0.6828 -2.6563 1.9793
C 0.7616 1.6495 2.4791
C 0.6325 -1.6188 0.3877
C 0.3005 1.1179 -6.6116
C -0.5879 -2.3621 0.5876
C 0.7417 -0.1811 -6.3235
C -1.8239 -0.6403 -2.2179
C -0.4779 2.3477 2.2862
C 0.9340 -0.4994 5.8509
C 1.2890 -1.4825 1.6549
C -0.4542 1.3150 -4.2862
C -0.4261 -0.7375 -2.7511
C 1.2543 1.2810 1.1811
H 0.4159 1.5314 -7.6199
H -1.6381 2.8161 0.4026
H 1.1913 -0.7830 -7.1126
H -2.5232 -0.1167 -2.8896
H 0.4643 1.7289 -0.8702
H 0.1639 -1.6277 -2.4766
H 0.9717 -1.7370 -4.8582
H -0.6055 2.8782 -5.7970
H 1.0654 -1.3505 -0.5723
H -0.9251 1.9311 -3.5113
H 1.3111 1.5381 3.4140
H 2.2584 0.9215 0.9766
H -1.0235 2.8921 3.0526
H 0.7215 -2.2347 3.6645
H -1.2393 -2.7503 -0.1981
H -1.4602 -3.2451 2.4582
H -2.2103 -1.4160 -1.5575
H 2.2913 -1.0965 1.8343
```

---

Density functional theory data (ωB97M-V with the def2-TZVPD basis set) for a cluster of 2 separate species, C19H18F3O5S3 in total in a non-equilibrium geometry.

For the total energy, the calculation gives -70890.599 eV. The value obtained for the LUMO energy is 0.09310 hartree. The HOMO energy comes out at -3.66 eV. Its net charge is -1. As for the spin multiplicity: 1. As for the relative energy (zero: lowest compared OMol25 entry of this formula, charge and spin): 0.00 kcal/mol. The gap between HOMO and LUMO comes out at 6.19 eV.

```
48
C19H18F3O5S3 ωB97M-V with the def2-TZVPD basis set
S -2.3939 -0.1120 3.2187
S 1.4097 -0.6846 2.1353
S -3.1186 -1.4589 0.6430
F 7.0392 -3.5625 2.2726
F 6.4357 -1.9289 0.9264
F 5.6770 -3.9721 0.5888
O 0.3648 -5.6663 -2.0148
O -3.2815 -2.8813 0.4271
O -1.2258 0.5697 3.7320
O -3.2717 -0.8499 4.0997
O -2.8210 -0.5638 -0.4633
C 3.7825 -1.9577 1.9094
C 4.7845 -2.7611 2.4227
C -1.8739 -1.2124 1.9049
C -0.2892 -2.8452 0.9431
C 2.5945 -2.1824 4.0294
C 3.6121 -2.9846 4.5145
C 4.7036 -3.3135 3.6982
C 0.2672 -4.6618 -1.1068
C 5.9892 -3.0553 1.5630
C -3.3505 1.1000 2.2760
C -0.3293 -2.4363 -0.3996
C 0.2332 -4.1160 1.2413
C -4.6661 -0.9024 1.4028
C 0.4395 -5.0429 0.2443
C 0.2713 -5.3547 -3.4180
C -0.0651 -3.3241 -1.4330
C -4.6707 0.5696 1.7549
C 2.6472 -1.6639 2.7076
C -0.7221 -1.9459 2.0156
H -2.6910 1.4529 1.4727
H 0.4133 -4.3829 2.2821
H 3.5734 -3.3628 5.5367
H 0.7089 -6.0752 0.4527
H -4.9518 1.1485 0.8701
H -3.4916 1.9067 3.0069
H 3.8541 -1.5275 0.9176
H -0.5372 -1.3945 -0.6412
H -0.4243 -2.1934 3.0397
H 5.4886 -3.9705 4.0594
H 1.0096 -4.5925 -3.7106
H -0.7452 -5.0231 -3.6764
H 0.4949 -6.3056 -3.9031
H -5.3986 -1.1362 0.6210
H -4.8423 -1.5499 2.2695
H 1.7331 -1.9265 4.6423
H -5.4502 0.7444 2.5028
H -0.1634 -3.0035 -2.4751
```

---

Density functional theory data (ωB97M-V with the def2-TZVPD basis set) for a structure of composition C19H18FeN2 in a non-equilibrium geometry.

For the total energy, the calculation gives -57352.874 eV. The value obtained for the LUMO energy (alpha / beta) is 0.20004 / 0.11703 hartree. The HOMO energy (alpha / beta) comes out at 2.21 / 0.31 eV. Its net charge is -2. As for the spin multiplicity: 5. As for the relative energy (zero: lowest compared OMol25 entry of this formula, charge and spin): 42.31 kcal/mol. The gap between HOMO and LUMO (alpha / beta) comes out at 3.24 / 2.88 eV.

```
40
C19H18FeN2 ωB97M-V with the def2-TZVPD basis set
Fe -0.9284 -1.7955 2.1758
N -0.6941 1.9678 -4.0565
N 0.0667 1.4529 -1.9658
C 0.4087 -1.0459 3.3896
C -0.1492 1.0433 2.0332
C 1.1592 1.7578 -2.7317
C 3.4155 2.1243 -3.4814
C 0.7318 -2.4045 3.0725
C -2.5682 -1.1118 1.3033
C 0.3387 -0.2630 2.1323
C -1.0211 1.6124 -2.7784
C 2.5250 1.8069 -2.4453
C 0.6740 2.0667 -4.0794
C -2.6983 -1.1156 2.7528
C -2.1897 -3.3051 2.0637
C -2.4688 -2.4712 3.2197
C 0.5738 -1.2403 1.0352
C -2.2498 -2.4658 0.8791
C -0.1117 1.8268 0.8009
C 1.5879 2.3703 -5.0914
C 0.8227 -2.5317 1.6201
C 2.9542 2.4009 -4.7826
H -0.3612 1.1952 -0.0652
H -3.0097 -0.2737 3.3671
H 2.8426 1.5938 -1.4225
H 4.4883 2.1547 -3.2819
H -2.5824 -2.8196 4.2438
H -2.0434 1.4627 -2.4344
H 0.3202 -0.5838 4.3685
H -2.1514 -2.8038 -0.1489
H -0.8151 2.6690 0.8306
H 0.9373 -3.1923 3.7923
H 0.6103 -0.9615 -0.0169
H -2.0499 -4.3833 2.0773
H 1.1988 2.5676 -6.0906
H -2.7635 -0.2653 0.6493
H -0.4645 1.5254 2.9583
H 0.8937 2.2233 0.5943
H 3.6765 2.6444 -5.5644
H 1.0947 -3.4326 1.0778
```

---

Density functional theory data (ωB97M-V with the def2-TZVPD basis set) for a structure of composition C19H18FeN3O in a non-equilibrium geometry.

For the total energy, the calculation gives -60895.512 eV. The value obtained for the LUMO energy is -0.10033 hartree. The HOMO energy comes out at -11.57 eV. Its net charge is +1. As for the spin multiplicity: 1. The gap between HOMO and LUMO comes out at 8.84 eV.

```
42
C19H18FeN3O ωB97M-V with the def2-TZVPD basis set
Fe 0.4713 0.3697 0.3826
O 0.4057 0.9514 -3.5784
N -0.6956 -1.2561 0.0069
N -0.6161 1.9202 -0.3367
N 0.8430 0.1232 -1.4733
C -1.7066 -1.7512 0.7208
C 1.5126 -0.9555 1.8320
C -0.9384 3.1674 -2.3501
C -1.7758 -3.7183 -0.6130
C 0.7272 -0.0043 2.5500
C 0.3631 1.0075 -2.3650
C -1.7378 4.0766 -1.6724
C 2.6147 0.9145 0.6931
C -2.2776 -2.9805 0.4462
C -0.3966 2.1101 -1.6511
C 1.8797 1.8017 1.3907
C -0.2245 -1.9524 -1.0410
C 2.4139 -0.4846 0.8870
C 0.8709 -1.2721 -1.8398
C -1.3955 2.7866 0.3052
C 1.3393 -2.4211 2.0892
C -0.7385 -3.1948 -1.3676
C -1.9731 3.8786 -0.3224
C 0.8851 1.3512 2.3163
H 2.9776 -1.1877 0.2898
H 1.9589 2.8602 1.1814
H -0.0049 -0.3525 3.2670
H 1.8357 -1.7415 -1.6211
H -3.0979 -3.3434 1.0481
H 0.6808 -1.3972 -2.9081
H 3.2822 1.2709 -0.0788
H -2.1787 4.9190 -2.1879
H 0.3483 -2.6374 2.4846
H -1.5666 2.5974 1.3578
H -2.0596 -1.1371 1.5403
H -0.3410 -3.7304 -2.2193
H -2.1972 -4.6845 -0.8562
H 0.2768 2.0643 2.8541
H 2.0756 -2.7533 2.8233
H -2.5979 4.5538 0.2442
H -0.7326 3.2354 -3.4095
H 1.4905 -3.0038 1.1810
```

---

Density functional theory data (ωB97M-V with the def2-TZVPD basis set) for a structure of composition C19H18GaNOS in a non-equilibrium geometry.

For the total energy, the calculation gives -86738.810 eV. The value obtained for the LUMO energy (alpha / beta) is -0.03477 / -0.00897 hartree. The HOMO energy (alpha / beta) comes out at -6.47 / -7.39 eV. As for the spin multiplicity: 1. As for the relative energy (zero: lowest compared OMol25 entry of this formula, charge and spin): 5.94 kcal/mol. The gap between HOMO and LUMO (alpha / beta) comes out at 5.53 / 7.15 eV.

```
41
C19H18GaNOS ωB97M-V with the def2-TZVPD basis set
Ga 0.8117 -0.3637 0.9663
S 5.2283 -1.6693 3.8896
O -0.4898 0.2959 -0.4674
N 3.1105 -1.9078 2.1199
C 1.4163 -1.9921 -1.0510
C 0.1430 1.0914 2.3927
C 0.2337 0.0485 3.4031
C -4.7134 0.6524 -3.7220
C 1.5854 -0.0530 3.7943
C -2.8440 1.3491 -1.7207
C -0.4750 1.6285 -0.8830
C 2.7599 -1.7049 -1.4109
C 4.1037 -1.8555 2.8219
C 1.5004 1.6176 2.2052
C -1.9199 1.8469 -0.8015
C 1.3527 -2.2699 0.3562
C -3.3677 0.2733 -3.8563
C 2.8319 -2.5190 0.8003
C -2.4507 0.5706 -2.8625
C 2.3534 0.9045 3.0845
C 3.5893 -1.9005 -0.3272
C -5.1468 1.3038 -2.5536
C -4.2378 1.6364 -1.5625
H 3.4077 1.1143 3.2595
H -4.5533 2.1399 -0.6441
H -5.4218 0.4332 -4.5213
H 1.9722 -0.6918 4.5881
H -6.2006 1.5581 -2.4290
H 0.5572 -1.9880 -1.7190
H -0.6226 -0.4639 3.8416
H -1.4087 0.2456 -2.9226
H 4.6600 -1.7347 -0.2528
H -2.3047 2.4353 0.0405
H 0.0583 2.3214 -0.2138
H -3.0363 -0.2588 -4.7497
H -0.7698 1.6158 2.1091
H 3.0187 -3.6086 0.8712
H 3.0727 -1.4048 -2.4099
H 1.7435 2.5150 1.6354
H -0.1448 1.6910 -1.9290
H 0.5973 -2.9022 0.8306
```